(1)
{"formula": "C27H60F2N4O4S2", "method": "ωB97M-V with the def2-TZVPD basis set", "lumo_energy_ha": [-0.0564, -0.0558], "e_homo_ev": [-3.77, -11.98], "homo_lumo_gap_ev": [2.2, 10.5], "spin_multiplicity": 2, "energy_ha": -2580.32377, "s_squared": 0.75, "charge": 1, "species": ["C", "C", "C", "C", "N", "C", "C", "C", "C", "C", "H", "H", "H", "H", "H", "H", "H", "H", "H", "H", "H", "H", "H", "H", "H", "H", "H", "H", "H", "H", "C", "C", "C", "C", "N", "C", "C", "C", "C", "C", "H", "H", "H", "H", "H", "H", "H", "H", "H", "H", "H", "H", "H", "H", "H", "H", "H", "H", "H", "H", "C", "C", "C", "C", "N", "C", "C", "C", "C", "C", "H", "H", "H", "H", "H", "H", "H", "H", "H", "H", "H", "H", "H", "H", "H", "H", "H", "H", "H", "H", "N", "S", "O", "O", "F", "S", "O", "O", "F"], "positions_angstrom": [[0.78408, 6.34886, -8.01062], [-0.26202, 5.17915, -8.01075], [-0.55468, 4.79773, -6.58859], [0.54076, 4.23513, -5.64688], [0.08917, 3.60137, -4.35938], [1.29270, 3.42747, -3.39796], [1.15640, 4.40679, -2.16603], [-0.34621, 4.39570, -2.00693], [-0.83126, 4.52291, -3.46189], [-0.72172, 2.24545, -4.52088], [0.47410, 7.38774, -7.89773], [1.45256, 6.37927, -8.87103], [1.53231, 6.21349, -7.22964], [0.07718, 4.20808, -8.37140], [-1.11590, 5.56458, -8.56791], [-1.45470, 4.19235, -6.48103], [-0.94379, 5.65160, -6.03397], [1.27347, 4.98268, -5.34290], [1.03522, 3.37336, -6.09517], [1.30215, 2.45552, -2.90469], [2.20737, 3.43825, -3.99072], [1.48869, 3.87981, -1.27162], [1.61618, 5.36495, -2.40819], [-0.64802, 3.45268, -1.55117], [-0.69780, 5.25737, -1.43947], [-1.88577, 4.24779, -3.44126], [-0.67652, 5.57149, -3.71616], [-1.66619, 2.43643, -5.03041], [-0.90525, 1.89166, -3.50636], [-0.13507, 1.52558, -5.09161], [-2.31452, -3.67161, 0.40827], [-3.33334, -3.64197, 1.58015], [-3.52745, -2.10546, 1.88412], [-4.57511, -1.91759, 3.03877], [-4.66388, -0.41191, 3.51978], [-3.36465, 0.15713, 4.18149], [-3.88043, 0.88770, 5.47700], [-5.47902, 0.93943, 5.42689], [-5.72701, -0.39985, 4.63926], [-5.05459, 0.41202, 2.20841], [-2.10591, -4.68762, 0.07317], [-1.28548, -3.34803, 0.56474], [-2.69910, -3.15704, -0.47230], [-3.04083, -4.13411, 2.50769], [-4.30501, -4.03377, 1.27938], [-3.92941, -1.69798, 0.95650], [-2.58397, -1.65056, 2.18580], [-4.22743, -2.52556, 3.87399], [-5.61422, -2.24563, 3.01148], [-3.02278, 0.86443, 3.42588], [-2.70501, -0.69140, 4.36304], [-3.27355, 1.77600, 5.65227], [-3.74922, 0.27244, 6.36714], [-5.89088, 1.74031, 4.81282], [-6.06331, 1.06938, 6.33783], [-6.65844, -0.30926, 4.08040], [-5.68471, -1.25102, 5.31884], [-5.76310, -0.21999, 1.67300], [-4.18133, 0.65137, 1.60160], [-5.49296, 1.31028, 2.64323], [6.74808, -4.24773, -0.32897], [5.89644, -3.63161, 0.84355], [4.46711, -4.24780, 1.03312], [3.96587, -4.07340, 2.48892], [2.93930, -2.93191, 2.72773], [2.52076, -2.71792, 4.25605], [1.12762, -2.13383, 4.16956], [0.46573, -2.93041, 3.02076], [1.58492, -3.34450, 2.08580], [3.44687, -1.54673, 2.16049], [6.88665, -5.27513, 0.00772], [7.74526, -3.82528, -0.45253], [6.30456, -4.27251, -1.32434], [5.62105, -2.59759, 0.63606], [6.51358, -3.56768, 1.73974], [4.46378, -5.33703, 0.99228], [3.72966, -3.75360, 0.40064], [4.80841, -3.86483, 3.14826], [3.48292, -4.97106, 2.87501], [3.22472, -2.19002, 4.89937], [2.48701, -3.75146, 4.60065], [1.07458, -1.08757, 3.86850], [0.57635, -2.23177, 5.10476], [-0.27210, -2.28943, 2.53821], [-0.11174, -3.77409, 3.39870], [1.55039, -3.00935, 1.04917], [1.60173, -4.42418, 1.93713], [4.51097, -1.40908, 2.35240], [2.84312, -0.77662, 2.64062], [3.31001, -1.57903, 1.07960], [2.25870, -1.21266, -1.10901], [2.89908, 0.26790, -1.39336], [2.65901, 1.36389, -0.49441], [2.97756, 0.49693, -2.80214], [4.47291, -0.11840, -1.15283], [0.92458, -0.79601, -0.61111], [0.17242, 0.01177, -1.53171], [0.68370, -0.65212, 0.83581], [0.15765, -2.18401, -0.89849]]}


(2)
{"formula": "C27H60N7O7", "method": "ωB97M-V with the def2-TZVPD basis set", "lumo_energy_ha": [0.0166, 0.0166], "e_homo_ev": [-7.81, -8.95], "homo_lumo_gap_ev": [8.3, 9.4], "spin_multiplicity": 2, "energy_ha": -1974.78232, "s_squared": 0.75, "species": ["C", "C", "O", "C", "C", "N", "C", "C", "C", "C", "N", "O", "C", "C", "C", "C", "H", "H", "H", "H", "H", "H", "H", "H", "H", "H", "H", "H", "H", "H", "H", "H", "H", "H", "H", "H", "H", "H", "H", "H", "H", "C", "C", "O", "N", "C", "H", "H", "H", "H", "H", "H", "H", "C", "C", "O", "N", "C", "H", "H", "H", "H", "H", "H", "H", "C", "C", "O", "N", "C", "H", "H", "H", "H", "H", "H", "H", "C", "C", "O", "N", "C", "H", "H", "H", "H", "H", "H", "H", "C", "C", "O", "N", "C", "H", "H", "H", "H", "H", "H", "H"], "positions_angstrom": [[1.11560, -0.61633, 1.23128], [0.28588, -0.20387, 2.45047], [-1.10083, -0.11437, 2.12852], [0.78706, 1.12802, 3.05893], [1.24853, 1.03943, 4.52584], [0.13793, 0.44162, 5.30080], [2.47700, 0.10308, 4.67752], [3.87657, 0.74331, 4.72560], [4.89392, -0.27049, 5.27351], [4.31335, 1.19533, 3.31931], [3.89801, 1.94878, 5.61429], [4.86478, 2.74736, 5.41334], [2.62670, 2.51676, 6.14878], [2.86010, 3.96493, 6.55373], [2.20100, 1.71626, 7.38971], [1.59792, 2.45364, 5.01053], [0.73227, -1.54800, 0.80534], [2.17224, -0.75762, 1.47911], [1.05240, 0.15615, 0.45513], [0.32832, -0.98436, 3.21739], [-1.19588, 0.63901, 1.51732], [1.60828, 1.53204, 2.45437], [-0.04457, 1.84694, 3.02328], [-0.71487, 0.43720, 4.75322], [-0.05189, 0.96657, 6.14381], [2.50953, -0.58685, 3.82490], [2.30430, -0.52659, 5.55209], [5.58133, 0.22984, 5.95945], [4.40060, -1.08266, 5.81619], [5.48207, -0.71316, 4.46569], [4.12043, 0.38696, 2.60706], [3.77717, 2.08980, 2.99077], [5.37720, 1.43856, 3.30843], [3.59938, 4.03386, 7.35285], [3.19850, 4.56684, 5.71029], [1.91270, 4.37373, 6.92293], [2.23672, 0.63957, 7.23141], [1.18115, 1.98020, 7.68705], [2.87265, 1.95436, 8.22067], [0.67470, 2.95670, 5.33085], [2.00775, 3.03957, 4.17823], [-1.99680, 3.87767, -0.91251], [-1.07325, 2.93349, -0.18702], [-1.42035, 1.77939, 0.06401], [0.14599, 3.37681, 0.17301], [0.72195, 4.68636, -0.05112], [-2.92361, 3.35044, -1.11707], [-2.21307, 4.75754, -0.30557], [-1.55433, 4.20898, -1.85231], [0.71792, 2.68357, 0.63274], [1.61811, 4.61499, -0.66804], [0.98665, 5.16279, 0.89364], [0.00672, 5.32171, -0.56329], [0.23458, -1.81386, -3.98864], [0.32459, -0.90082, -2.78696], [1.31113, -0.19780, -2.58668], [-0.72496, -0.88240, -1.94160], [-1.97141, -1.61602, -2.01644], [1.15750, -1.70669, -4.55369], [0.11653, -2.85376, -3.67723], [-0.62469, -1.56102, -4.61045], [-0.61280, -0.23998, -1.17216], [-2.81754, -0.92867, -2.06945], [-2.09536, -2.24142, -1.12988], [-2.00145, -2.24025, -2.90391], [-3.71229, -3.75983, -6.77127], [-2.94365, -2.52541, -6.37059], [-2.85066, -2.16896, -5.20305], [-2.32677, -1.82271, -7.35329], [-2.23805, -2.15155, -8.75991], [-4.13116, -4.19786, -5.87040], [-4.52201, -3.51174, -7.45912], [-3.04949, -4.47493, -7.25869], [-1.84634, -0.99985, -7.02567], [-1.19853, -2.31874, -9.04259], [-2.64711, -1.35850, -9.38868], [-2.77095, -3.07378, -8.95964], [-4.26232, 0.85957, 1.42030], [-5.51207, 1.63786, 1.75133], [-6.21776, 2.14117, 0.89424], [-5.82442, 1.77086, 3.07240], [-5.10411, 1.24828, 4.21321], [-4.14272, 0.83897, 0.34197], [-3.38439, 1.33215, 1.85832], [-4.31605, -0.16161, 1.79839], [-6.66647, 2.29852, 3.23818], [-5.72367, 0.56188, 4.79377], [-4.77249, 2.05194, 4.87425], [-4.22593, 0.70537, 3.87728], [1.34335, -5.57431, -8.78219], [0.44584, -4.87880, -7.78474], [-0.75687, -4.76819, -7.96733], [1.02056, -4.36664, -6.66752], [2.41519, -4.39514, -6.27980], [0.72330, -5.91543, -9.60512], [2.10771, -4.89648, -9.16369], [1.84418, -6.43118, -8.33062], [0.36579, -3.91258, -6.04781], [2.54924, -4.92004, -5.33292], [2.81402, -3.38543, -6.17200], [2.99905, -4.91001, -7.03633]]}


> What is the formula in the first record?

C27H60F2N4O4S2